Record 1
This record from OMol25 describes C47H48BClN18O2SV as an isolated structure. The level of theory is the ωB97M-V functional and the def2-TZVPD basis.

The geometry in ORCA input format:
```
! wB97M-V def2-TZVPD RIJCOSX def2/J DEFGRID3
* xyz -1 3
V 16.044 15.561 15.044
C 16.477 15.002 11.460
C 17.701 15.113 12.359
C 19.099 15.185 11.950
C 19.799 14.988 13.125
N 18.906 14.746 14.160
N 17.635 14.899 13.674
B 19.110 14.545 15.708
N 18.148 13.496 16.196
C 18.406 12.120 16.207
C 17.360 11.511 16.858
C 16.408 12.563 17.198
C 15.160 12.314 17.914
N 16.893 13.690 16.703
N 18.711 15.932 16.367
C 19.564 16.961 16.642
C 18.827 18.087 16.772
C 17.472 17.711 16.589
C 16.308 18.609 16.697
N 17.432 16.425 16.267
N 20.550 14.215 16.031
C 21.085 13.740 17.228
C 22.405 13.502 17.026
C 22.673 13.880 15.662
C 24.031 13.958 15.074
N 21.619 14.410 15.131
H 16.754 14.996 10.377
H 15.863 15.918 11.570
H 15.891 14.156 11.659
H 19.463 15.613 11.041
H 20.879 15.127 13.329
H 19.306 11.647 15.794
H 17.317 10.497 17.180
H 15.089 11.261 18.201
H 14.202 12.591 17.222
H 15.013 13.033 18.761
H 20.650 16.818 16.671
H 19.135 19.059 17.058
H 16.556 19.526 17.184
H 15.442 18.080 17.175
H 16.005 18.800 15.628
H 20.542 13.714 18.154
H 23.146 13.061 17.682
H 24.533 14.809 15.566
H 23.977 14.053 14.001
H 24.613 13.073 15.329
C 11.550 16.541 18.262
N 12.855 16.054 17.783
C 13.420 15.970 16.569
N 14.684 15.672 16.625
C 14.946 15.646 17.994
N 13.856 15.820 18.742
C 10.583 15.385 18.565
C 10.188 15.143 19.892
C 9.188 14.192 20.176
C 8.594 13.466 19.140
C 9.114 13.592 17.862
C 10.009 14.607 17.514
C 8.781 12.707 16.762
N 7.657 12.069 16.475
N 7.864 11.332 15.254
C 9.089 11.608 14.897
O 9.720 12.506 15.725
C 9.851 10.933 13.849
C 9.252 10.226 12.734
C 10.095 9.719 11.775
C 11.519 9.877 11.833
C 12.089 10.595 12.898
C 13.564 10.828 13.035
N 13.897 12.217 13.217
C 14.962 12.724 13.894
N 14.753 13.993 14.184
C 13.519 14.247 13.692
N 12.991 13.218 13.050
C 11.194 11.143 13.884
H 11.181 17.299 17.558
H 11.834 16.998 19.241
H 12.910 15.818 15.620
H 15.989 15.453 18.368
H 10.671 15.747 20.659
H 8.875 13.947 21.205
H 7.770 12.783 19.282
H 10.291 14.736 16.456
H 8.106 10.052 12.694
H 9.707 9.249 10.868
H 12.127 9.415 11.051
H 14.111 10.420 12.175
H 14.066 10.383 13.895
H 15.810 12.148 14.171
H 13.011 15.212 13.732
H 11.709 11.706 14.681
S 15.285 17.066 13.885
Cl 12.728 13.029 16.500
C 15.541 6.225 10.724
N 16.617 6.816 11.556
N 16.753 8.216 11.360
C 16.986 8.800 12.632
O 17.154 10.015 12.836
C 16.943 7.711 13.565
C 16.713 6.534 12.887
C 16.500 5.141 13.424
C 16.917 8.886 10.168
C 16.989 10.278 10.134
C 17.067 10.911 8.907
C 17.226 10.172 7.753
C 17.244 8.800 7.785
C 17.138 8.135 8.961
H 14.949 5.514 11.320
H 15.978 5.658 9.917
H 14.792 6.939 10.420
H 17.202 7.754 14.645
H 17.128 5.012 14.350
H 16.924 4.356 12.780
H 15.484 4.879 13.625
H 16.917 10.893 11.062
H 17.125 12.025 8.850
H 17.308 10.727 6.861
H 17.418 8.257 6.850
H 17.287 7.067 9.028
*
```

Summary:
E ... -130160.1221 eV
HOMO level (spin up / spin down) ... -3.22 / -4.56 eV
Lowest unoccupied orbital energy (spin up / spin down) ... 1.8 / 1.8 eV



Record 2
This record from OMol25 describes C47H48N7O7S3Sr as an isolated structure. The level of theory is the ωB97M-V functional and the def2-TZVPD basis.

The geometry in ORCA input format:
```
! wB97M-V def2-TZVPD RIJCOSX def2/J DEFGRID3
* xyz 1 1
Sr 0.034 0.208 -0.529
C 3.975 -2.507 1.599
O 4.604 -1.935 0.455
C 5.940 -1.751 0.484
C 6.778 -2.163 1.512
C 8.149 -1.946 1.413
C 8.701 -1.327 0.305
C 7.864 -0.899 -0.718
C 6.503 -1.098 -0.620
N 5.615 -0.657 -1.655
C 4.610 0.180 -1.474
C 4.405 1.110 -0.452
C 5.426 1.626 0.404
C 5.149 2.636 1.267
C 3.827 3.160 1.319
C 2.817 2.670 0.551
C 3.055 1.576 -0.336
O 2.102 1.001 -0.962
H 4.126 -1.872 2.473
H 4.351 -3.514 1.789
H 2.916 -2.544 1.363
H 6.373 -2.660 2.381
H 8.787 -2.278 2.221
H 9.768 -1.169 0.239
H 8.264 -0.390 -1.586
H 5.598 -1.198 -2.507
H 3.845 0.141 -2.242
H 6.435 1.243 0.340
H 5.919 3.046 1.904
H 3.612 3.972 2.003
H 1.813 3.064 0.642
O -0.355 0.992 1.749
S 0.472 -0.117 2.254
O 1.874 0.194 2.333
N 0.189 -1.403 1.295
C -0.287 -2.460 1.992
S -0.688 -3.915 1.347
C -0.467 -2.122 3.452
C -0.935 -2.930 4.474
C -1.053 -2.380 5.744
C -0.706 -1.050 5.993
C -0.226 -0.237 4.977
C -0.128 -0.815 3.724
H -1.202 -3.957 4.263
H -1.417 -2.993 6.558
H -0.810 -0.652 6.994
H 0.049 0.793 5.157
O -5.048 4.887 -0.356
C -4.433 6.012 -0.988
N -3.198 5.567 -1.548
C -1.992 5.944 -1.025
O -1.867 6.810 -0.182
C -0.803 5.179 -1.512
C 0.432 5.812 -1.590
C 1.526 5.065 -1.986
C 1.353 3.709 -2.239
N 0.182 3.084 -2.141
C -0.870 3.832 -1.810
H -5.873 5.184 0.045
H -4.197 6.794 -0.268
H -5.088 6.404 -1.769
H -3.217 4.843 -2.246
H 0.514 6.859 -1.332
H 2.508 5.507 -2.075
H 2.198 3.091 -2.520
H -1.820 3.313 -1.738
C -2.769 -4.537 -2.004
C -2.928 -3.289 -2.846
N -1.915 -2.352 -2.407
C -0.602 -2.735 -2.296
N 0.292 -1.797 -2.171
C 1.684 -2.214 -2.018
C 1.968 -3.516 -2.740
C 1.007 -4.559 -2.215
N -0.361 -4.073 -2.333
C -1.389 -5.108 -2.254
H -3.522 -5.287 -2.243
H -2.873 -4.261 -0.952
H -3.906 -2.827 -2.713
H -2.824 -3.531 -3.912
H -2.055 -1.365 -2.554
H 1.947 -2.326 -0.956
H 2.314 -1.417 -2.416
H 2.999 -3.840 -2.588
H 1.808 -3.380 -3.814
H 1.222 -4.785 -1.164
H 1.073 -5.492 -2.779
H -1.109 -5.797 -1.452
H -1.372 -5.678 -3.190
O -2.208 0.508 -1.079
S -3.292 1.464 -0.573
C -4.825 0.899 -1.239
C -5.019 -0.455 -1.492
C -6.238 -0.858 -2.006
C -7.237 0.079 -2.257
C -7.021 1.424 -2.005
C -5.797 1.849 -1.498
C -3.510 1.016 1.133
C -3.839 2.015 2.029
C -4.020 1.672 3.367
C -3.869 0.356 3.768
C -3.530 -0.636 2.849
C -3.341 -0.310 1.519
H -4.227 -1.166 -1.295
H -6.415 -1.907 -2.209
H -8.188 -0.243 -2.659
H -7.798 2.147 -2.211
H -5.613 2.900 -1.304
H -3.942 3.042 1.700
H -4.274 2.434 4.090
H -4.009 0.092 4.809
H -3.407 -1.662 3.171
H -3.049 -1.064 0.799
*
```

Summary:
E ... -107621.3341 eV
Energy above the lowest of the compared OMol25 structures with the same formula, charge and spin ... 1.009 eV
HOMO level ... -10.14 eV
Lowest unoccupied orbital energy ... -2.5 eV



Record 3
This record from OMol25 describes C47H48N9O3OsP2SSe2 as an isolated structure. The level of theory is the ωB97M-V functional and the def2-TZVPD basis.

The geometry in ORCA input format:
```
! wB97M-V def2-TZVPD RIJCOSX def2/J DEFGRID3
* xyz 3 1
Os -0.232 0.004 -0.122
O 1.418 -0.990 0.742
C 1.853 -2.300 0.376
C 0.964 -2.737 -0.760
C 1.077 -4.032 -1.235
C 0.271 -4.455 -2.272
C -0.640 -3.552 -2.796
C -0.711 -2.285 -2.267
N 0.086 -1.841 -1.273
H 2.126 -0.359 1.012
H 1.800 -2.964 1.238
H 2.888 -2.228 0.035
H 1.797 -4.697 -0.778
H 0.343 -5.464 -2.655
H -1.305 -3.825 -3.602
H -1.435 -1.592 -2.663
Se 2.203 4.690 -3.579
P 3.476 4.374 -1.924
C 3.516 5.660 -0.670
C 4.239 5.462 0.509
C 4.310 6.478 1.446
C 3.666 7.689 1.210
C 2.946 7.883 0.042
C 2.869 6.870 -0.903
C 5.159 3.875 -2.290
C 6.245 4.689 -1.983
C 7.521 4.307 -2.373
C 7.711 3.123 -3.067
C 6.625 2.312 -3.381
C 5.351 2.689 -3.001
C 2.737 2.938 -1.103
C 1.533 2.333 -1.430
N 1.364 1.341 -0.532
N 2.399 1.357 0.296
N 3.241 2.303 -0.035
P 0.312 2.604 -2.703
Se -1.091 0.867 -2.072
C -0.734 4.031 -2.448
C -1.205 4.866 -3.459
C -2.026 5.931 -3.135
C -2.374 6.171 -1.811
C -1.908 5.335 -0.806
C -1.101 4.257 -1.121
C 0.799 1.951 -4.297
C 0.376 2.448 -5.526
C 0.834 1.858 -6.693
C 1.705 0.779 -6.638
C 2.107 0.267 -5.412
C 1.648 0.843 -4.240
H 4.752 4.525 0.688
H 4.881 6.336 2.353
H 3.739 8.486 1.937
H 2.455 8.829 -0.142
H 2.319 7.017 -1.824
H 6.105 5.621 -1.453
H 8.365 4.942 -2.140
H 8.706 2.832 -3.374
H 6.778 1.396 -3.936
H 4.500 2.074 -3.276
H -0.912 4.729 -4.488
H -2.380 6.588 -3.917
H -3.007 7.013 -1.566
H -2.176 5.525 0.225
H -0.749 3.606 -0.330
H -0.293 3.290 -5.598
H 0.517 2.252 -7.648
H 2.069 0.335 -7.555
H 2.782 -0.577 -5.370
H 1.976 0.444 -3.285
C -0.108 2.319 5.074
N -0.526 1.993 3.715
C -1.831 2.329 3.173
C -1.687 1.840 1.753
O -2.468 1.986 0.848
N -0.455 1.193 1.617
C 0.221 1.415 2.784
N 1.497 1.074 2.974
H -0.774 3.088 5.457
H 0.901 2.730 5.079
H -0.163 1.445 5.722
H -1.992 3.409 3.188
H -2.669 1.844 3.681
H 2.094 1.115 2.150
H 1.926 1.291 3.859
C -4.925 2.400 -1.138
C -5.537 1.781 0.110
C -5.589 0.262 0.055
N -4.259 -0.385 0.033
C -3.494 -0.784 1.021
S -1.929 -1.531 0.678
N -3.822 -0.782 2.309
C -5.022 -0.361 3.073
O -4.866 0.605 3.765
C -6.213 -1.203 2.980
C -6.228 -2.397 2.254
C -7.384 -3.154 2.213
C -8.518 -2.724 2.892
C -8.504 -1.539 3.620
C -7.353 -0.776 3.669
H -4.991 3.487 -1.110
H -5.450 2.067 -2.037
H -3.867 2.146 -1.237
H -6.567 2.125 0.226
H -4.999 2.095 1.004
H -6.081 -0.072 -0.860
H -6.162 -0.161 0.873
H -3.814 -0.447 -0.870
H -3.078 -1.105 2.913
H -5.342 -2.746 1.740
H -7.405 -4.084 1.662
H -9.420 -3.321 2.860
H -9.389 -1.218 4.150
H -7.321 0.147 4.232
*
```

Summary:
E ... -231624.4789 eV
HOMO level (spin up / spin down) ... -14.59 / -14.59 eV
Lowest unoccupied orbital energy (spin up / spin down) ... -9.6 / -9.6 eV



Record 4
This record from OMol25 describes C47H48N9O3OsP2SSe2 as an isolated structure. The level of theory is the ωB97M-V functional and the def2-TZVPD basis.

The geometry in ORCA input format:
```
! wB97M-V def2-TZVPD RIJCOSX def2/J DEFGRID3
* xyz 3 5
Os -0.638 1.589 0.316
O 1.473 1.904 1.614
C 1.262 2.570 2.859
C -0.028 3.330 2.814
C -0.291 4.279 3.789
C -1.506 4.936 3.795
C -2.436 4.634 2.807
C -2.106 3.697 1.860
N -0.920 3.050 1.858
H 2.146 1.222 1.724
H 2.077 3.267 3.055
H 1.204 1.852 3.679
H 0.463 4.488 4.537
H -1.727 5.671 4.557
H -3.401 5.120 2.770
H -2.802 3.432 1.074
Se -3.127 -4.460 1.493
P -2.427 -3.277 3.182
C -1.187 -4.111 4.154
C -0.670 -3.449 5.274
C 0.281 -4.087 6.050
C 0.716 -5.365 5.713
C 0.207 -6.013 4.596
C -0.751 -5.389 3.810
C -3.885 -2.906 4.132
C -4.077 -3.479 5.388
C -5.250 -3.207 6.075
C -6.221 -2.396 5.503
C -6.028 -1.834 4.243
C -4.862 -2.089 3.547
C -1.756 -1.713 2.597
C -1.506 -1.166 1.360
N -1.024 0.084 1.620
N -0.981 0.271 2.952
N -1.404 -0.796 3.542
P -1.607 -1.695 -0.352
Se -0.404 -0.117 -1.380
C -0.687 -3.234 -0.482
C -1.132 -4.405 -1.102
C -0.289 -5.505 -1.179
C 0.986 -5.445 -0.641
C 1.430 -4.283 -0.017
C 0.603 -3.178 0.059
C -3.332 -1.636 -0.850
C -3.963 -2.568 -1.672
C -5.303 -2.407 -1.990
C -6.013 -1.323 -1.497
C -5.381 -0.384 -0.691
C -4.043 -0.536 -0.368
H -1.010 -2.453 5.531
H 0.681 -3.590 6.923
H 1.452 -5.861 6.332
H 0.548 -7.007 4.340
H -1.163 -5.903 2.951
H -3.324 -4.121 5.825
H -5.408 -3.636 7.055
H -7.141 -2.204 6.039
H -6.791 -1.204 3.806
H -4.704 -1.659 2.563
H -2.120 -4.478 -1.521
H -0.634 -6.407 -1.667
H 1.639 -6.306 -0.709
H 2.426 -4.238 0.403
H 0.958 -2.273 0.538
H -3.431 -3.403 -2.090
H -5.790 -3.131 -2.630
H -7.058 -1.203 -1.751
H -5.928 0.472 -0.318
H -3.561 0.211 0.247
C -0.655 6.370 -2.938
N -0.973 5.105 -2.287
C -2.272 4.453 -2.382
C -2.061 3.263 -1.481
O -2.873 2.436 -1.102
N -0.767 3.267 -1.026
C -0.173 4.404 -1.489
N 1.049 4.770 -1.155
H -1.267 6.465 -3.830
H 0.388 6.388 -3.248
H -0.855 7.219 -2.283
H -2.513 4.151 -3.402
H -3.078 5.087 -2.010
H 1.674 4.058 -0.787
H 1.469 5.590 -1.559
C 3.871 -2.300 -2.732
C 4.989 -1.383 -3.220
C 4.486 -0.232 -4.086
N 3.507 0.607 -3.368
C 3.734 1.431 -2.359
S 2.476 1.872 -1.287
N 4.990 1.892 -2.113
C 6.124 2.192 -2.943
O 7.200 2.171 -2.413
C 5.893 2.610 -4.348
C 4.683 3.141 -4.788
C 4.559 3.579 -6.096
C 5.639 3.490 -6.966
C 6.850 2.971 -6.526
C 6.980 2.538 -5.218
H 4.277 -3.113 -2.130
H 3.333 -2.746 -3.574
H 3.149 -1.758 -2.112
H 5.704 -1.952 -3.816
H 5.542 -0.976 -2.368
H 3.971 -0.612 -4.968
H 5.310 0.378 -4.437
H 2.539 0.346 -3.461
H 5.157 2.153 -1.152
H 3.842 3.239 -4.110
H 3.623 3.999 -6.441
H 5.538 3.836 -7.987
H 7.696 2.913 -7.200
H 7.918 2.142 -4.850
*
```

Summary:
E ... -231623.2838 eV
HOMO level (spin up / spin down) ... -14.67 / -14.67 eV
Lowest unoccupied orbital energy (spin up / spin down) ... -6.9 / -9.7 eV